A 2-piece molecular cluster, C3H11N overall at a distorted geometry, computed with wB97M-V/def2-TZVPD.

The energy above the lowest of the compared OMol25 structures with the same formula, charge and spin is 1.712 eV. Its orbital gap (alpha / beta) is 10.23 / 4.03 eV. Its spin multiplicity is 2. The net charge is +1. As for the energy: -4768.1168 eV.

Geometry as XYZ:
```
15
C3H11N (wB97M-V/def2-TZVPD)
H -0.699 0.232 0.538
H 1.699 -0.444 -0.683
C 1.376 -0.281 0.390
H 0.074 -2.845 0.697
H -0.047 1.669 -1.617
C -0.461 -1.929 0.510
H -0.442 3.135 -0.933
H -1.449 -2.133 0.763
H 2.203 -0.836 0.902
H -0.134 -0.266 1.901
H 1.541 0.789 0.596
C -0.026 -0.531 0.893
H -1.818 2.048 -1.225
H -0.385 -1.898 -0.547
N -0.840 2.428 -1.593
```


A 2-piece molecular cluster, C3H11N2 overall at a distorted geometry, computed with wB97M-V/def2-TZVPD.

The energy above the lowest of the compared OMol25 structures with the same formula, charge and spin is 0.779 eV. Its orbital gap is 9.80 eV. The net charge is +1. As for the energy: -6262.8027 eV.

Geometry as XYZ:
```
16
C3H11N2 (wB97M-V/def2-TZVPD)
H 0.484 -0.156 -0.826
H 1.944 1.820 -3.287
H -0.270 -2.081 1.822
C -0.538 -0.329 3.074
H 0.293 0.342 2.845
H -0.057 -0.362 -3.018
N 0.472 0.682 -1.396
N 1.045 1.381 -3.509
C -0.984 -1.257 1.955
H -1.907 -1.757 2.259
H -1.195 -0.882 0.956
H -0.327 -0.927 3.964
H 1.036 1.138 -4.490
H -1.348 0.346 3.362
H 0.839 1.543 -1.016
C 0.514 0.499 -2.695
```


A 2-piece molecular cluster, C3H11N2 overall at a distorted geometry, computed with wB97M-V/def2-TZVPD.

The energy above the lowest of the compared OMol25 structures with the same formula, charge and spin is 4.678 eV. Its orbital gap (alpha / beta) is 9.78 / 9.78 eV. The net charge is +1. As for the energy: -6258.9035 eV.

Geometry as XYZ:
```
16
C3H11N2 (wB97M-V/def2-TZVPD)
H -0.710 1.562 1.365
H 2.128 -0.362 -1.005
C -0.213 1.478 0.371
H -0.568 0.379 -2.060
H 0.391 -0.498 1.969
H -1.247 -0.934 1.492
C -0.277 -0.875 1.178
H -0.705 -1.334 -1.579
H -1.770 -0.004 -0.782
N -0.016 0.095 0.053
H 2.403 0.437 0.350
N 1.928 -0.271 -0.044
H -1.003 1.840 -0.332
H 0.131 -1.733 0.668
H 0.712 2.129 0.260
C -0.698 -0.273 -1.173
```


A 2-piece molecular cluster, C3H11N2 overall at a distorted geometry, computed with wB97M-V/def2-TZVPD.

The energy above the lowest of the compared OMol25 structures with the same formula, charge and spin is 1.268 eV. Its orbital gap is 11.61 eV. The net charge is +1. As for the energy: -6262.3134 eV.

Geometry as XYZ:
```
16
C3H11N2 (wB97M-V/def2-TZVPD)
H 2.202 0.853 1.064
H -0.566 -0.037 0.640
H 1.423 0.711 -0.521
H 1.044 -1.610 -0.397
C -1.835 0.508 -1.934
H -2.506 0.939 -2.687
C 1.249 0.858 0.537
H 0.693 1.782 0.685
H 0.177 -0.135 2.049
N -1.717 0.874 -0.720
H 1.901 -1.673 1.197
N 0.367 -0.250 1.052
H -1.030 -0.098 -2.346
H -2.623 1.203 -0.381
C 0.943 -1.583 0.683
H 0.278 -2.341 1.079
```


A 2-piece molecular cluster, C3H11N2 overall at a distorted geometry, computed with wB97M-V/def2-TZVPD.

The energy above the lowest of the compared OMol25 structures with the same formula, charge and spin is 2.593 eV. Its orbital gap is 9.10 eV. The net charge is +1. As for the energy: -6260.9887 eV.

Geometry as XYZ:
```
16
C3H11N2 (wB97M-V/def2-TZVPD)
H -1.986 0.811 -1.154
H -2.171 -1.083 0.240
C 0.297 1.383 0.713
H 2.213 -0.175 -0.356
H -0.586 1.676 1.185
H 2.203 -0.826 1.221
H -0.048 -0.414 1.621
N -1.465 -0.032 -1.421
N 0.338 -0.061 0.691
H 1.366 -1.560 -0.231
H -0.974 -1.854 -1.032
C -1.509 -0.967 -0.558
C 1.559 -0.690 0.298
H -0.730 0.227 -2.116
H 0.380 1.726 -0.307
H 1.113 1.841 1.208
```


A 2-piece molecular cluster, C3H11N2 overall at a distorted geometry, computed with wB97M-V/def2-TZVPD.

The energy above the lowest of the compared OMol25 structures with the same formula, charge and spin is 3.840 eV. Its orbital gap is 8.93 eV. The net charge is +1. As for the energy: -6259.7411 eV.

Geometry as XYZ:
```
16
C3H11N2 (wB97M-V/def2-TZVPD)
H 1.377 -0.305 -1.319
N -0.729 -1.191 0.018
H 0.449 0.173 -0.010
H -2.290 1.521 1.083
N 1.297 0.422 -0.577
H 2.142 -0.400 1.157
H -0.562 -1.585 0.912
C -1.844 0.930 0.322
H 3.195 -0.216 -0.279
H -1.146 1.531 -0.360
H 1.247 1.445 -0.853
H 2.740 1.261 0.641
C -1.841 -0.342 -0.065
H -0.725 -2.028 -0.586
H -2.741 -0.860 -0.230
C 2.408 0.219 0.370
```


An isolated ion of composition C3H11N2 and charge +1 at a distorted geometry, computed with wB97M-V/def2-TZVPD.

The energy above the lowest of the compared OMol25 structures with the same formula, charge and spin is 0.794 eV. Its orbital gap is 11.05 eV. The net charge is +1. As for the energy: -6262.7875 eV.

Geometry as XYZ:
```
16
C3H11N2 (wB97M-V/def2-TZVPD)
H -1.631 1.141 -0.669
H 0.619 -1.689 -1.453
H -0.461 1.928 1.388
H 1.075 -0.684 1.231
N -0.712 0.822 -0.354
H 1.059 1.653 0.517
H -0.247 0.629 -1.250
H -1.686 -1.096 -0.167
C -0.010 1.852 0.401
C 0.461 -1.196 0.506
N 1.128 -1.087 -0.820
C -0.898 -0.503 0.322
H -0.012 2.853 -0.038
H 0.181 -2.206 0.835
H -1.483 -0.426 1.251
H 2.100 -1.294 -0.677
```


A 2-piece molecular cluster, C3H11N2 overall at a distorted geometry, computed with wB97M-V/def2-TZVPD.

The energy above the lowest of the compared OMol25 structures with the same formula, charge and spin is 2.757 eV. Its orbital gap is 9.37 eV. The net charge is +1. As for the energy: -6260.8248 eV.

Geometry as XYZ:
```
16
C3H11N2 (wB97M-V/def2-TZVPD)
H -1.877 1.295 1.428
H -1.596 3.366 -0.167
N -0.853 1.178 1.168
C 1.257 -1.688 -0.723
H 2.134 -2.239 -0.936
H 0.428 1.289 -0.615
H 1.517 -0.894 -0.172
H 0.057 -3.358 -0.134
H 0.561 -2.504 1.340
H -0.581 3.322 -1.228
H -0.653 -1.955 0.109
C -0.428 1.719 0.002
N -0.829 2.856 -0.357
H -0.239 1.462 1.847
C 0.306 -2.426 0.194
H 0.795 -1.421 -1.755
```